This record from the OMol25 dataset describes a 11-piece molecular cluster, C38H74O17S4 overall at a distorted geometry. The level of theory is ωB97M-V with the def2-TZVPD basis set.

Each atom is followed by the atoms it is bonded to, with distances in Å.
Cartesian coordinates (Å):
1 H 1.1033 -1.3503 5.2477  C95 1.097
2 H 1.0394 -5.4579 -4.1268  C65 1.094
3 C -2.8064 0.9584 -5.0185  C35 1.516, C101 1.530, H120 1.096, H125 1.087
4 H 6.7553 3.3522 1.4555  C42 1.092
5 H 3.4293 -2.3845 -4.1745  C19 1.087
6 C -1.7204 5.2256 0.0894  H22 1.088, C44 1.507, H45 1.094, H100 1.101
7 C -3.4204 -1.1567 -3.8969  C35 1.537, H39 1.095, S55 1.793, H93 1.087
8 O -4.5275 -5.3377 2.9920  C63 1.185
9 H -5.3174 2.3754 1.9934  C21 1.087
10 O -3.0163 -2.5545 -6.0920  S55 1.438
11 H -1.5002 0.4108 1.5665  C14 1.094
12 H 0.7292 0.0582 6.2079  C95 1.085
13 H -0.4918 -2.1360 3.5380  C30 1.092
14 C -0.9011 1.2876 1.3057  H11 1.094, S24 1.796, C32 1.502, H41 1.086
15 H 6.6682 0.8947 -0.3272  C81 1.095
16 O -2.6930 4.4338 -1.9014  C44 1.215
17 C 0.3867 -0.2089 -0.4547  S24 1.804, H69 1.086, H109 1.092, C111 1.519
18 H 3.6963 2.7644 -2.0393  C29 1.092
19 C 2.9442 -3.2951 -3.8336  H5 1.087, C28 1.530, H31 1.087, S74 1.820
20 H -4.7239 2.2887 0.2663  C21 1.084
21 C -5.1583 1.7633 1.1088  H9 1.087, H20 1.084, H34 1.096, C131 1.524
22 H -1.9604 4.3930 0.7481  C6 1.088
23 C 4.9673 1.5667 0.7429  C81 1.523, H90 1.092, C91 1.539, H133 1.090
24 S 0.6892 0.4603 1.1935  C14 1.796, C17 1.804, O128 1.444, O132 1.443
25 C -3.7346 -3.9014 0.0151  C47 1.526, O60 1.409, H86 1.086, H88 1.092
26 C 0.4715 -3.4993 -4.7343  H51 1.089, C65 1.515, S74 1.786, H87 1.095
27 O -2.6775 -4.6445 1.9206  C47 1.449, C63 1.346
28 C 2.7322 -4.3129 -4.9567  C19 1.530, C65 1.526, H80 1.090, H114 1.089
29 C 2.9801 2.7745 -2.8639  H18 1.092, C48 1.513, H103 1.092, H104 1.089
30 C -1.2574 -2.0963 4.3160  H13 1.092, H58 1.091, H72 1.088, C112 1.502
31 H 3.3606 -3.6585 -2.8976  C19 1.087
32 C -1.1186 1.7193 -0.1166  C14 1.502, H76 1.093, H92 1.089, C111 1.535
33 C 1.2790 2.6391 5.3862  O105 1.206, C106 1.518, C123 1.496
34 H -6.1220 1.3277 0.8218  C21 1.096
35 C -3.3870 0.3726 -3.7460  C3 1.516, C7 1.537, H54 1.083, H89 1.095
36 O 2.0842 4.7039 -1.8073  C48 1.203
37 H -4.7249 5.9957 -1.2674  C96 1.089
38 O 0.9507 -3.4579 -2.1130  S74 1.441
39 H -2.4156 -1.5860 -3.8185  C7 1.095
40 H 8.2562 2.5328 0.8283  C42 1.084
41 H -0.9727 2.0916 2.0316  C14 1.086
42 C 7.2042 2.4335 1.0711  H4 1.092, H40 1.084, C81 1.528, S130 1.793
43 H 0.4005 4.3121 -3.9490  C46 1.090
44 C -2.7101 5.2952 -1.0447  C6 1.507, O16 1.215, C96 1.506
45 H -1.4761 6.1130 0.6810  C6 1.094
46 C 0.5241 3.5600 -3.1704  H43 1.090, C48 1.519, H59 1.087, H82 1.092
47 C -2.4310 -3.7634 0.7966  C25 1.526, O27 1.449, C116 1.491, H122 1.093
48 C 1.8803 3.7528 -2.5150  C29 1.513, O36 1.203, C46 1.519
49 O 7.1086 1.9860 3.6751  S130 1.430
50 H -0.9134 2.4145 5.2083  C123 1.094
51 H -0.6040 -3.5338 -4.5664  C26 1.089
52 H -3.6930 7.0735 -0.2412  C96 1.086
53 H -0.3632 4.0465 5.3768  C123 1.092
54 H -2.8299 0.5610 -2.8363  C35 1.083
55 S -3.8210 -1.4614 -5.6177  C7 1.793, O10 1.438, C101 1.790, O121 1.435
56 H 6.2026 2.5469 -0.8300  C81 1.087
57 H 0.2503 -1.5917 6.7424  C95 1.093
58 H -1.2180 -2.9844 4.9490  C30 1.091
59 H 0.3904 2.5625 -3.5812  C46 1.087
60 O -4.6670 -4.2834 1.0005  C25 1.409, C63 1.364
61 H 1.2981 2.6440 3.3119  C106 1.092
62 H 2.0893 -2.9946 3.8128  C67 1.095
63 C -4.0062 -4.7816 2.0847  O8 1.185, O27 1.346, O60 1.364
64 H -3.9246 0.5564 -6.9073  C101 1.089
65 C 1.2754 -4.7664 -4.9415  H2 1.094, C26 1.515, C28 1.526, H83 1.089
66 O 3.2767 -5.0801 1.7635  C124 1.202
67 C 1.9539 -3.9925 3.3833  H62 1.095, H73 1.084, H77 1.096, C124 1.507
68 H 2.8825 2.7526 4.0401  C106 1.086
69 H 1.3463 -0.1367 -0.9585  C17 1.086
70 H -1.7179 -0.2178 -1.0368  C111 1.092
71 H -3.9600 0.9571 3.6248  C107 1.092
72 H -2.2534 -2.0714 3.8799  C30 1.088
73 H 2.2602 -4.7452 4.1012  C67 1.084
74 S 1.2816 -2.7559 -3.3266  C19 1.820, C26 1.786, O38 1.441, O127 1.447
75 H 1.8073 4.2336 3.9981  C106 1.086
76 H -0.3693 2.4075 -0.5156  C32 1.093
77 H 0.8776 -4.1114 3.2125  C67 1.096
78 H 3.3883 -3.0657 0.3610  C129 1.089
79 O 7.8572 0.1376 2.1862  S130 1.437
80 H 3.4035 -5.1567 -4.7958  C28 1.090
81 C 6.2695 1.8579 0.0083  H15 1.095, C23 1.523, C42 1.528, H56 1.087
82 H -0.2036 3.7537 -2.3802  C46 1.092
83 H 0.9437 -5.2951 -5.8339  C65 1.089
84 H -0.3283 2.9136 6.7503  C123 1.091
85 O -3.8078 -0.1690 0.7106  C131 1.211
86 H -3.9471 -2.9272 -0.4154  C25 1.086
87 H 0.6558 -2.7783 -5.5377  C26 1.095
88 H -3.6680 -4.6142 -0.8096  C25 1.092
89 H -4.4472 0.5820 -3.5710  C35 1.095
90 H 4.4081 2.4709 0.9926  C23 1.092
91 C 5.2776 0.8704 2.0798  C23 1.539, H97 1.087, H113 1.085, S130 1.829
92 H -2.1034 2.1249 -0.3435  C32 1.089
93 H -4.1173 -1.7496 -3.3111  C7 1.087
94 O -1.7431 0.0447 5.2448  C112 1.211
95 C 0.3395 -0.9051 5.8967  H1 1.097, H12 1.085, H57 1.093, C112 1.507
96 C -3.7298 6.4024 -1.0938  H37 1.089, C44 1.506, H52 1.086, H98 1.096
97 H 4.8046 1.3556 2.9291  C91 1.087
98 H -3.5174 7.0037 -1.9853  C96 1.096
99 H -1.3669 -5.2613 -0.2168  C116 1.092
100 H -0.7189 5.0985 -0.3510  C6 1.101
101 C -3.2050 0.1059 -6.2250  C3 1.530, S55 1.790, H64 1.089, H108 1.092
102 H 3.4088 -2.0574 1.8287  C129 1.089
103 H 3.4730 3.1437 -3.7653  C29 1.092
104 H 2.6530 1.7467 -3.0110  C29 1.089
105 O 1.9965 2.0397 6.1479  C33 1.206
106 C 1.8738 3.1530 4.0877  C33 1.518, H61 1.092, H68 1.086, H75 1.086
107 C -4.3894 0.1859 2.9827  H71 1.092, H110 1.094, H115 1.088, C131 1.496
108 H -2.3673 -0.1316 -6.8839  C101 1.092
109 H 0.2245 -1.2766 -0.2895  C17 1.092
110 H -5.4132 0.0408 3.3400  C107 1.094
111 C -0.8705 0.4685 -0.9720  C17 1.519, C32 1.535, H70 1.092, H126 1.096
112 C -0.9617 -0.8737 5.1369  C30 1.502, O94 1.211, C95 1.507
113 H 5.2108 -0.2112 2.1260  C91 1.085
114 H 2.9398 -3.8954 -5.9403  C28 1.089
115 H -3.8528 -0.7487 3.1355  C107 1.088
116 C -1.2098 -4.2202 0.0737  C47 1.491, H99 1.092, H117 1.083, H119 1.093
117 H -0.9789 -3.5675 -0.7595  C116 1.083
118 H 1.8672 -2.4184 1.0030  C129 1.089
119 H -0.3874 -4.2798 0.7908  C116 1.093
120 H -1.7142 0.9054 -4.9445  C3 1.096
121 O -5.2438 -1.4962 -5.8039  S55 1.435
122 H -2.3019 -2.7620 1.2165  C47 1.093
123 C -0.1362 3.0227 5.6815  C33 1.496, H50 1.094, H53 1.092, H84 1.091
124 C 2.6969 -4.0736 2.0742  O66 1.202, C67 1.507, C129 1.508
125 H -3.0078 2.0146 -5.1794  C3 1.087
126 H -0.6870 0.7143 -2.0242  C111 1.096
127 O 1.2185 -1.3100 -3.3349  S74 1.447
128 O 0.7701 -0.5794 2.1919  S24 1.444
129 C 2.8487 -2.8066 1.2709  H78 1.089, H102 1.089, H118 1.089, C124 1.508
130 S 7.0247 1.2824 2.4335  C42 1.793, O49 1.430, O79 1.437, C91 1.829
131 C -4.3640 0.5314 1.5273  C21 1.524, O85 1.211, C107 1.496
132 O 1.7462 1.4384 1.0992  S24 1.443
133 H 4.2623 0.9319 0.2065  C23 1.090

Values from the calculation:
- SMILES: C[C@H]1COC(=O)O1.O=S1(=O)CCCC1.O=S1(=O)CCCC1.O=S1(=O)CCCC1.O=S1(=O)CCCC1.CC(C)=O.CC(C)=O.CC(C)=O.CC(C)=O.CC(C)=O.CC(C)=O
- Energy above the lowest of the compared OMol25 structures with the same formula, charge and spin: 0.209 eV
- Largest force on an atom: 0.0414 Eh/bohr
- DFT total energy: -4364.0911 hartree
- Kohn-Sham gap: 9.444 eV
- LUMO: -0.03 eV
- 2S+1: 1